{"formula": "C4H4O3", "method": "ωB97M-V with the def2-TZVPD basis set", "elements": ["C", "C", "O", "C", "O", "C", "O", "H", "H", "H", "H"], "xyz": [[-1.62261, 0.27378, -0.52837], [-0.48316, -0.67758, -0.27980], [-0.39696, -1.79040, -0.74404], [0.62502, -0.25558, 0.69838], [0.42976, -0.33645, 1.89081], [2.00373, 0.23084, 0.24656], [2.16889, 1.37964, -0.07768], [-1.89280, 0.81109, 0.38509], [-2.48325, -0.27904, -0.91260], [-1.31667, 1.01742, -1.27540], [2.83624, -0.49043, 0.34321]], "forces_ev_per_a": [[0.0, 0.0, 0.0], [-0.1, -0.2, -0.2], [0.1, 0.4, 0.1], [-0.2, 0.0, 0.7], [0.1, 0.0, -0.6], [0.1, 0.4, -0.1], [-0.2, -0.6, 0.0], [0.1, -0.1, -0.1], [0.2, 0.1, 0.0], [0.0, -0.1, 0.1], [-0.1, 0.0, 0.0]], "total_charge": 0, "energy_ev": -10353.72611, "spin_multiplicity": 1, "smiles": "CC(=O)C(=O)C=O", "lumo_ha": 0.0004, "homo_lumo_gap_ev": 9.76}